[1]
Formula: C10H17N3O6
Source: the Open Molecules 2025 dataset
Level of theory: ωB97M-V with the def2-TZVPD basis set

```
36
Properties=species:S:1:pos:R:3:forces:R:3
H -0.804242 -1.348469 1.277814 1.16 -0.77 0.58
C -1.317303 3.273074 -2.441101 -0.65 0.01 -0.96
H -0.602139 -3.836436 0.986240 -0.52 -0.33 -0.33
O 2.201546 0.277333 -0.323368 0.01 -0.46 0.15
H -1.015799 1.151093 -2.989113 -0.02 0.81 0.11
H 2.916789 -1.506194 1.158934 -0.32 -0.40 -0.12
N -0.531390 -4.352245 4.066990 -0.24 0.67 -1.24
H 0.719936 -2.550531 -0.478673 0.36 0.52 0.43
H 0.830640 -3.999260 1.977806 -1.08 1.33 -0.25
C 1.123276 -1.830629 0.283581 -0.34 -0.27 -0.60
C -0.025391 1.486581 -1.161143 0.33 0.69 -0.64
O 0.381324 3.491266 0.035313 -0.38 0.61 -0.56
C -0.116181 -3.364217 1.824140 0.61 -2.13 0.63
H 0.632307 -1.578944 2.388226 0.29 1.16 0.33
H -2.140067 1.370195 -1.684870 0.31 0.58 -0.01
C -0.088464 3.728433 -3.202128 0.74 -0.10 -0.21
H -1.086021 -4.361415 4.895669 -0.09 -0.26 0.42
C -0.041807 2.211059 0.175098 -0.06 0.28 -0.25
H -0.005845 4.064705 0.720539 0.41 -0.55 0.15
H -1.504718 3.943109 -1.589305 0.20 -0.43 -0.08
H -0.795029 5.534764 -3.066108 -0.49 0.03 0.29
H -2.174749 3.445569 -3.130091 0.40 -0.15 0.31
O 0.799640 3.005665 -3.599518 -1.17 1.06 0.33
O -2.045465 -2.887938 3.197881 0.53 -0.49 -0.05
H -0.765359 -0.473286 -1.010669 0.94 0.47 0.17
H 0.886270 1.860938 -1.615057 0.05 -0.04 -0.33
H 2.977855 -2.380793 -0.158432 0.56 -0.29 -0.50
C 1.202090 -0.418492 -0.414421 0.75 -0.26 1.49
C -1.010044 -3.521836 3.062763 0.30 0.21 0.31
C -1.210638 1.801821 -2.113533 0.12 -1.19 0.90
N 0.110297 0.075849 -1.023409 -2.03 -1.19 -0.03
H 0.304243 -4.911478 3.979368 -0.27 0.25 0.04
O -0.054571 5.064392 -3.439728 0.87 -0.44 -0.46
C 0.152198 -1.926204 1.495922 -0.38 0.80 -1.06
O -0.355107 1.759368 1.226220 -0.52 -0.55 0.79
N 2.451920 -2.296845 0.688165 -0.39 0.80 0.26
```
Forces are in eV/Å.

Properties
Electronic energy ... -27402.693 eV
Lowest unoccupied orbital energy ... 0.252 eV
Highest occupied orbital energy ... -9.6 eV
SMILES ... NC(=O)CC[C@H](N)C(=O)N[C@@H](CCC(=O)O)C(=O)O
HOMO-LUMO gap ... 9.86 eV
M ... 275.26 g mol⁻¹

Atomic partial charges in e from the Mulliken method, atoms 1 to 6: number 1, H, carries 0.1482; number 2, C, carries -0.9404; number 3, H, carries 0.3393; number 4, O, carries -0.6812; number 5, H, carries 0.3548; number 6, H, carries 0.3157



[2]
Formula: C11H18
Source: the Open Molecules 2025 dataset
Level of theory: ωB97M-V with the def2-TZVPD basis set

```
29
Properties=species:S:1:pos:R:3:forces:R:3
C -0.113340 -0.073007 2.277696 -0.28 1.01 1.40
H 1.435647 -1.130832 -3.368463 -2.18 -0.32 0.77
H -1.144353 -2.842169 -0.678390 1.55 1.84 0.15
H -0.925588 3.733273 1.315958 1.72 -1.70 1.07
H -0.165614 0.896404 -0.368653 -0.32 -0.04 -1.31
C -0.968749 -1.706474 -0.834488 -6.50 -0.10 -0.85
H -1.632321 -1.073056 0.142882 2.14 -1.98 -3.39
C 0.389109 -1.413142 -2.931157 0.29 -2.77 1.11
H 2.468226 -1.061419 -1.329181 -2.26 0.48 1.20
H -0.411295 0.792634 -2.336798 -0.11 0.54 1.63
C 1.478862 -1.308766 -0.700910 2.18 2.48 1.03
H 1.587877 3.016005 2.280136 0.41 0.43 -0.23
C 0.177635 -0.993639 -1.405032 3.53 -1.29 -2.05
H 1.246518 0.806600 -1.543780 -2.47 -0.20 0.23
H 2.120199 0.932065 2.886410 -3.56 -1.71 -2.09
C 0.941326 0.895959 2.307444 2.95 2.44 2.27
H 0.328341 -2.624747 -2.810375 0.31 2.71 -0.97
H -0.065595 -1.188367 2.570218 0.50 2.13 -0.56
C -1.436316 0.493153 2.147302 -0.42 -1.97 0.37
C -0.503595 2.700739 1.698270 -2.20 2.26 -1.36
C -1.595945 1.795665 1.743560 -1.09 0.99 0.38
H 1.274527 -0.479342 0.187495 1.95 -2.99 -1.29
C 0.781135 2.358037 2.067575 -2.21 -4.00 -0.07
H -2.660307 2.218731 1.594152 1.96 -0.77 0.17
H -2.388651 -0.134101 2.440668 2.13 1.08 -0.98
H -1.598579 -1.683593 -1.950143 0.13 0.23 3.51
H 1.777245 -2.338651 -0.512446 -1.00 -0.22 0.96
H -0.503682 -1.079992 -3.510391 0.92 -0.21 -0.01
C 0.107281 0.492031 -1.379558 1.94 1.65 -1.08
```
Forces are in eV/Å.

Properties
Electronic energy ... -11693.096 eV
Lowest unoccupied orbital energy ... 0.823 eV
Highest occupied orbital energy ... -9.2 eV
HOMO-LUMO gap ... 10.05 eV
M ... 150.27 g mol⁻¹

Atomic partial charges in e from the Mulliken method, atoms 1 to 6: number 1, C, carries -0.2109; number 2, H, carries 0.3061; number 3, H, carries 0.2920; number 4, H, carries 0.1787; number 5, H, carries 0.1254; number 6, C, carries -0.9787



[3]
Formula: C4H7ClS
Source: the Open Molecules 2025 dataset
Level of theory: ωB97M-V with the def2-TZVPD basis set

```
13
Properties=species:S:1:pos:R:3:forces:R:3
S 1.972557 0.993305 0.193680 -0.23 -0.04 -0.36
C -1.041309 0.304834 0.223542 0.00 -0.68 1.59
H -1.449403 0.308784 2.304343 -0.13 -0.02 -0.10
H 1.595355 -1.273522 0.137894 -1.18 0.18 -0.75
H -0.650026 -1.208008 1.653053 0.22 0.01 -0.23
C -1.044854 -0.222279 1.451811 -0.70 0.96 -0.30
H 1.752222 -0.673936 -1.531560 -0.45 0.01 0.47
C -0.299944 -0.377242 -0.868384 -0.32 0.94 -2.44
H -0.802910 -1.355199 -1.097978 0.68 0.78 0.09
C 1.201844 -0.508587 -0.583933 1.51 -0.09 0.17
H 0.918659 1.810094 0.067436 0.14 0.09 -0.04
H -0.412969 0.326108 -1.813980 0.31 -1.69 1.66
Cl -1.739222 1.875648 -0.135925 0.16 -0.45 0.24
```
Forces are in eV/Å.

Properties
Electronic energy ... -27618.097 eV
Lowest unoccupied orbital energy ... 0.840 eV
Highest occupied orbital energy ... -8.9 eV
SMILES ... C=C(Cl)CCS
HOMO-LUMO gap ... 9.73 eV
M ... 122.62 g mol⁻¹

Atomic partial charges in e from the Mulliken method, atoms 1 to 6: number 1, S, carries -0.1833; number 2, C, carries 0.2372; number 3, H, carries 0.2741; number 4, H, carries 0.3281; number 5, H, carries 0.2415; number 6, C, carries -0.6751



What did the second record say?
Formula: C11H18
Source: the Open Molecules 2025 dataset
Level of theory: ωB97M-V with the def2-TZVPD basis set

```
29
Properties=species:S:1:pos:R:3:forces:R:3
C -0.113340 -0.073007 2.277696 -0.28 1.01 1.40
H 1.435647 -1.130832 -3.368463 -2.18 -0.32 0.77
H -1.144353 -2.842169 -0.678390 1.55 1.84 0.15
H -0.925588 3.733273 1.315958 1.72 -1.70 1.07
H -0.165614 0.896404 -0.368653 -0.32 -0.04 -1.31
C -0.968749 -1.706474 -0.834488 -6.50 -0.10 -0.85
H -1.632321 -1.073056 0.142882 2.14 -1.98 -3.39
C 0.389109 -1.413142 -2.931157 0.29 -2.77 1.11
H 2.468226 -1.061419 -1.329181 -2.26 0.48 1.20
H -0.411295 0.792634 -2.336798 -0.11 0.54 1.63
C 1.478862 -1.308766 -0.700910 2.18 2.48 1.03
H 1.587877 3.016005 2.280136 0.41 0.43 -0.23
C 0.177635 -0.993639 -1.405032 3.53 -1.29 -2.05
H 1.246518 0.806600 -1.543780 -2.47 -0.20 0.23
H 2.120199 0.932065 2.886410 -3.56 -1.71 -2.09
C 0.941326 0.895959 2.307444 2.95 2.44 2.27
H 0.328341 -2.624747 -2.810375 0.31 2.71 -0.97
H -0.065595 -1.188367 2.570218 0.50 2.13 -0.56
C -1.436316 0.493153 2.147302 -0.42 -1.97 0.37
C -0.503595 2.700739 1.698270 -2.20 2.26 -1.36
C -1.595945 1.795665 1.743560 -1.09 0.99 0.38
H 1.274527 -0.479342 0.187495 1.95 -2.99 -1.29
C 0.781135 2.358037 2.067575 -2.21 -4.00 -0.07
H -2.660307 2.218731 1.594152 1.96 -0.77 0.17
H -2.388651 -0.134101 2.440668 2.13 1.08 -0.98
H -1.598579 -1.683593 -1.950143 0.13 0.23 3.51
H 1.777245 -2.338651 -0.512446 -1.00 -0.22 0.96
H -0.503682 -1.079992 -3.510391 0.92 -0.21 -0.01
C 0.107281 0.492031 -1.379558 1.94 1.65 -1.08
```
Forces are in eV/Å.

Properties
Electronic energy ... -11693.096 eV
Lowest unoccupied orbital energy ... 0.823 eV
Highest occupied orbital energy ... -9.2 eV
HOMO-LUMO gap ... 10.05 eV
M ... 150.27 g mol⁻¹

Atomic partial charges in e from the Mulliken method, atoms 1 to 6: number 1, C, carries -0.2109; number 2, H, carries 0.3061; number 3, H, carries 0.2920; number 4, H, carries 0.1787; number 5, H, carries 0.1254; number 6, C, carries -0.9787



Q: Look up the highest occupied orbital energy of the first one.
A: -9.6 eV